Record 1
13
Properties=species:S:1:pos:R:3:forces:R:3 method="wB97M-V/def2-TZVPD" charge=+1 lumo_ev=-6.2683 homo_lumo_gap_ha=0.322 smiles="CC1=[NH+]C(Cl)(Cl)C(Br)=N1" spin_multiplicity=1
Br -4.862 1.315 -0.014 -0.016 -0.620 0.314
Cl -3.706 -1.909 1.595 0.812 0.773 -1.025
Cl -3.577 -1.762 -1.356 -0.494 -0.211 -0.163
N -2.093 1.225 -0.046 -3.413 -4.839 -0.120
N -1.588 -1.004 0.068 3.390 -2.361 1.062
C -1.119 0.204 -0.143 -3.794 1.317 1.650
C 0.241 0.479 -0.178 3.713 -0.573 -1.320
C -3.288 0.424 0.114 3.742 4.206 -1.036
C -3.010 -1.070 0.151 -0.625 -0.057 0.484
H -0.842 -1.763 0.338 -2.518 1.398 -0.897
H 0.516 1.170 0.549 -0.062 1.492 1.770
H 0.852 -0.404 0.086 -0.180 0.285 -0.726
H 0.639 1.037 -1.054 -0.557 -0.809 0.005



Record 2
39
Properties=species:S:1:pos:R:3:forces:R:3 method="wB97M-V/def2-TZVPD" charge=0 lumo_ev=0.2753 homo_lumo_gap_ha=0.349 smiles="CCCC[C@H](N)C=O.O.O.O.O.O.O" spin_multiplicity=1
O -0.856 -3.134 0.956 -0.446 1.134 0.205
O 2.312 -3.001 0.044 -0.599 -0.647 0.370
O 0.020 -2.919 -1.572 -0.307 0.474 -0.466
O -0.099 -1.151 2.891 -0.046 -0.287 0.341
O 0.162 -0.370 -2.892 0.224 0.857 -0.858
O 3.283 -0.437 -0.472 -0.008 1.525 -0.800
O 1.489 1.646 -1.878 -0.138 -0.366 -1.706
N 1.744 0.994 1.503 -0.023 0.513 0.782
C -3.331 1.529 0.366 0.894 0.352 -0.040
C 0.183 0.016 2.991 -0.418 0.080 -0.928
C -2.034 2.379 0.158 -1.229 -0.572 -0.173
C 0.306 0.911 1.773 0.078 0.123 -0.869
C -0.907 1.543 -0.420 0.180 -0.919 0.916
C -0.497 0.420 0.552 0.504 -0.937 -0.107
H 0.002 -3.667 -2.189 -0.171 0.181 0.755
H 0.005 2.046 -0.759 -0.624 0.440 0.718
H -1.838 2.804 1.149 0.417 0.572 -0.535
H -1.256 1.073 -1.338 -0.292 -0.085 -0.053
H 2.804 -2.187 -0.046 0.088 0.402 -0.162
H 2.035 1.856 1.057 -0.310 -0.108 0.006
H -0.472 -3.070 -0.727 -0.003 -0.445 -0.429
H -3.342 1.084 1.363 -0.008 -0.307 -0.251
H 2.906 0.256 -1.062 -0.452 -0.912 -0.301
H -3.296 0.779 -0.424 -0.556 -0.290 0.196
H -0.773 -2.283 1.449 -0.139 -0.405 -0.361
H -0.317 -0.216 -3.708 -0.151 -0.124 -0.154
H -2.307 3.088 -0.621 0.209 0.743 0.429
H -0.056 1.904 2.033 0.089 0.148 0.270
H 0.337 0.489 3.962 0.310 0.027 0.359
H -4.230 2.141 0.289 0.038 -0.024 -0.140
H 3.832 0.182 0.013 0.753 -0.381 0.718
H -0.211 -3.647 1.425 0.639 -0.752 0.258
H 2.060 0.215 0.951 -0.111 -0.190 -0.079
H -1.317 -0.231 0.867 -0.517 0.569 0.121
H 0.888 0.990 -2.340 0.630 -0.367 1.286
H -0.225 -1.130 -2.476 -0.202 -1.191 0.671
H 1.458 2.261 -2.620 0.739 0.772 0.276
H 1.417 -2.818 -0.295 0.772 -0.038 -0.146
H 0.121 -0.344 0.049 0.185 0.433 -0.119



Record 3
21
Properties=species:S:1:pos:R:3:forces:R:3 method="wB97M-V/def2-TZVPD" charge=0 lumo_ev=-0.6500 homo_lumo_gap_ha=0.305 spin_multiplicity=1
O -1.783 -0.069 1.854 -2.152 -0.436 3.432
O -0.900 -1.553 -2.067 -0.690 -1.034 -1.643
O 2.218 -0.664 0.566 7.218 1.655 7.023
O -0.275 0.251 0.246 -2.124 5.148 4.145
O -2.236 0.427 -1.072 -1.457 0.808 -1.006
O 0.591 2.181 1.230 0.872 1.144 0.396
O 0.858 -0.874 -0.814 5.253 -7.217 -11.251
H 1.489 -1.088 -0.127 -0.761 -1.345 -0.314
H 1.068 -1.474 -1.529 0.016 -0.539 -0.552
H 0.065 2.277 2.024 -0.284 0.068 0.300
H -1.216 0.265 1.159 -0.040 -0.105 -1.121
H 1.490 2.095 1.546 0.293 0.451 0.344
H -0.309 -0.857 -1.779 -0.944 -0.105 -0.666
H 0.417 0.377 0.895 -0.423 0.340 -0.242
H -1.288 0.479 -0.953 -0.419 0.577 0.341
H 2.524 0.239 0.479 -0.114 0.378 -0.547
H -1.229 -1.252 -2.915 -0.205 -0.240 -0.405
H -2.058 0.710 2.336 -0.505 -0.013 0.304
H 0.110 -0.335 -0.405 -3.395 0.856 0.701
H -2.349 -0.079 -1.877 -0.380 -0.001 0.220
H 2.812 -1.059 1.203 0.241 -0.390 0.539



Record 4
48
Properties=species:S:1:pos:R:3:forces:R:3 method="wB97M-V/def2-TZVPD" charge=0 lumo_ev=0.6831 homo_lumo_gap_ha=0.334 smiles="CCOc1ccc(CC(=O)NNC(=S)NCCc2ccccc2)cc1" spin_multiplicity=1
S -0.209 -0.477 -1.032 0.071 0.607 -0.033
O 1.939 -4.298 0.989 -0.082 -0.290 0.252
O 3.935 2.721 -0.907 0.129 -0.206 -0.129
N 1.617 -2.664 -0.513 -0.232 0.319 -0.279
N -1.942 -2.471 -0.792 0.304 -0.427 0.140
N 0.284 -3.031 -0.690 0.117 -0.485 0.373
C -6.673 1.795 -0.089 -0.092 0.056 -0.010
C 3.746 -2.723 0.621 -0.055 -0.006 0.091
C 4.099 4.225 1.017 -0.117 -0.244 -0.329
C -3.489 -1.015 0.477 0.024 -0.001 -0.279
C 4.513 -0.839 -0.872 -0.076 0.056 0.111
C -4.331 1.278 -0.072 -0.019 -0.010 0.006
C -5.932 -0.414 0.477 0.017 0.013 -0.008
C -0.660 -2.055 -0.789 0.142 -0.054 -0.224
C 4.536 0.495 -1.219 -0.064 0.264 0.013
C 3.862 1.445 -0.449 0.112 -0.275 -0.067
C 3.827 -1.268 0.259 0.144 0.037 0.107
C 2.357 -3.304 0.424 -0.080 0.066 -0.241
C -3.058 -1.564 -0.894 -0.193 0.254 0.214
C -5.356 2.186 -0.267 0.005 0.081 -0.039
C 3.296 3.763 -0.197 -0.079 0.354 0.296
C -4.609 -0.030 0.305 0.042 -0.084 0.126
C 3.179 1.022 0.687 -0.035 0.326 -0.032
C -6.959 0.493 0.283 -0.113 -0.002 -0.013
C 3.168 -0.318 1.028 0.169 -0.141 -0.134
H 2.641 1.718 1.310 -0.030 0.107 0.038
H -3.890 -2.088 -1.369 0.040 0.029 -0.004
H 5.033 -1.558 -1.488 0.052 -0.082 -0.071
H -3.304 1.583 -0.210 0.149 0.026 -0.014
H -5.128 3.201 -0.558 0.020 0.083 -0.021
H 1.807 -1.712 -0.821 -0.067 -0.207 0.075
H -2.137 -3.420 -0.510 0.038 0.019 -0.086
H -2.751 -0.732 -1.532 -0.119 -0.154 0.012
H 4.014 -2.889 1.667 -0.054 -0.078 -0.081
H 5.088 4.548 0.702 0.080 0.050 -0.001
H 3.223 4.579 -0.922 -0.077 -0.123 0.113
H 2.281 3.468 0.092 0.066 0.020 -0.087
H 4.216 3.418 1.736 0.014 -0.019 0.099
H 3.591 5.057 1.497 -0.042 0.094 0.082
H 0.095 -3.908 -0.209 0.039 0.159 -0.098
H -3.803 -1.842 1.118 0.027 0.008 0.032
H -6.160 -1.429 0.770 -0.005 -0.105 0.043
H 4.435 -3.310 0.008 -0.019 -0.026 0.058
H -7.984 0.183 0.425 -0.081 -0.018 0.012
H -7.474 2.504 -0.240 -0.061 0.056 -0.009
H -2.627 -0.525 0.933 0.018 -0.072 0.018
H 5.065 0.832 -2.097 0.062 0.046 -0.110
H 2.628 -0.631 1.911 -0.084 -0.021 0.089



Record 5
48
Properties=species:S:1:pos:R:3:forces:R:3 method="wB97M-V/def2-TZVPD" charge=+1 lumo_ev=-4.4896 homo_lumo_gap_ha=0.304 spin_multiplicity=1
Ta 0.606 -0.563 -1.075 -0.358 -0.087 0.096
As -1.633 -2.662 -0.324 -0.330 0.052 -0.066
S 2.451 -1.455 0.756 0.239 -0.106 0.247
O 3.833 -1.407 1.028 0.011 0.005 -0.090
O 2.028 -2.027 -0.585 -0.063 -0.135 -0.207
O 0.735 2.808 -0.184 0.132 -0.209 -0.259
O -0.436 0.937 -0.603 0.515 -0.219 -0.270
O -5.645 1.640 2.555 0.182 -0.188 0.444
O -0.425 -1.885 0.836 0.179 0.119 0.166
O 1.745 -0.116 0.622 -0.135 0.259 -0.009
O -2.783 -1.364 -0.163 0.082 -0.209 -0.128
O -4.612 0.129 1.430 0.170 -0.276 0.412
O -0.729 -1.783 -1.596 0.255 0.143 -0.066
N 4.039 1.511 -7.353 -0.001 0.002 -0.003
N -4.669 1.213 1.987 -0.626 0.578 -1.152
C -2.523 4.269 2.123 -0.007 -0.001 -0.020
C 0.263 -3.866 3.841 0.025 0.012 -0.004
C -1.429 2.597 0.782 -0.242 -0.104 -0.046
C -1.443 3.867 1.354 0.057 0.021 -0.006
C 1.820 -0.155 -5.233 0.040 0.030 -0.068
C 2.321 -2.962 3.002 -0.001 0.020 -0.013
C 2.514 1.048 -2.812 -0.076 0.028 0.115
C -3.551 2.148 1.761 0.302 0.033 0.317
C -3.591 3.408 2.333 -0.047 -0.060 0.049
C 1.171 -0.525 -4.072 -0.066 -0.046 0.129
C 2.819 0.816 -5.180 -0.044 -0.026 0.035
C 1.640 -3.717 3.942 -0.014 -0.004 0.003
C 3.166 1.419 -3.972 0.059 0.041 -0.036
C -0.451 -3.265 2.812 -0.047 0.011 -0.024
C -2.493 1.727 0.985 0.012 -0.130 -0.018
C 1.507 0.069 -2.843 0.048 0.002 -0.090
C 3.497 1.204 -6.389 -0.006 -0.010 0.022
C -0.266 2.178 -0.033 -0.253 0.374 0.510
C 1.608 -2.372 1.968 -0.064 0.006 -0.020
C 0.223 -2.520 1.866 0.015 0.015 -0.040
H 3.393 -2.825 3.053 0.003 -0.008 0.014
H -1.529 -3.359 2.757 0.005 -0.009 0.014
H 2.184 -4.183 4.751 -0.012 -0.007 0.007
H -4.445 3.696 2.929 0.009 0.013 0.006
H 0.393 -1.278 -4.123 0.009 -0.005 -0.029
H -2.512 0.737 0.554 0.032 0.054 -0.004
H 1.561 -0.607 -6.180 0.002 0.000 0.002
H -0.602 4.527 1.187 -0.004 0.009 0.003
H 3.939 2.174 -3.952 -0.002 -0.001 0.004
H -0.274 -4.449 4.578 0.025 -0.008 0.016
H -3.656 -1.568 0.201 -0.012 0.023 0.074
H -2.537 5.256 2.562 -0.002 0.003 -0.003
H 2.780 1.539 -1.882 0.004 -0.003 -0.014